Entry 1:
# C45H49BrIN9NiO2SSi

A structure of composition C45H49BrIN9NiO2SSi (ωB97M-V/def2-TZVPD, the OMol25 dataset).

Each line ends with the Mulliken charge.
Element x y z (Å)
Ni: -0.163459 -0.092210 0.409700  0.70
C: -7.052992 11.806089 -1.626382  -0.85
O: -6.565908 11.295217 -0.400403  -0.46
C: -5.890740 10.124772 -0.421367  0.95
C: -5.516658 9.616850 0.823095  -0.69
C: -4.837048 8.422253 0.911930  -0.54
C: -4.505494 7.702269 -0.239948  0.19
C: -4.874191 8.222327 -1.476545  -0.85
C: -5.556055 9.422797 -1.574469  -0.40
C: -3.774890 6.441091 -0.178770  0.35
N: -3.605767 5.607829 -1.178285  -0.84
C: -2.874495 4.566243 -0.679945  1.21
C: -2.581599 4.780693 0.654475  0.28
N: -3.166041 5.981428 0.960837  -0.11
C: -1.780558 3.903685 1.436314  0.24
C: -1.348249 4.160167 2.742871  -0.72
C: -0.512382 3.254514 3.347991  -1.58
C: -0.150645 2.100385 2.655605  -0.31
N: -0.586853 1.806240 1.443310  0.77
C: -1.370563 2.704621 0.813659  -0.14
C: -1.740277 2.423201 -0.557306  -0.21
N: -1.359713 1.229615 -1.051313  0.40
C: -1.645560 0.955044 -2.308460  -0.74
C: -2.297127 1.848006 -3.162476  -1.27
C: -2.701140 3.064988 -2.672861  -0.74
C: -2.444929 3.366305 -1.329776  0.10
H: -7.632718 12.688214 -1.370048  0.24
H: -7.697826 11.082833 -2.132335  0.35
H: -6.236685 12.089970 -2.295866  0.34
H: -5.767464 10.187408 1.707181  0.41
H: -4.585329 8.048973 1.896953  0.26
H: -4.610145 7.663938 -2.364171  0.45
H: -5.803220 9.811839 -2.552425  0.38
H: -3.140063 6.440842 1.852197  0.19
H: -1.652140 5.065550 3.253114  0.43
H: -0.128762 3.417942 4.344956  0.48
H: 0.533374 1.398998 3.104371  0.33
H: -1.358832 -0.018947 -2.677546  0.60
H: -2.479669 1.560027 -4.188053  0.53
H: -3.212966 3.792817 -3.288203  0.59
C: 1.348611 -2.924289 3.324774  -1.85
C: 0.043972 -2.148058 3.536876  2.89
C: 0.424223 -0.820782 4.195922  -1.67
C: -0.828580 -2.919860 4.534758  -1.96
Si: -0.891049 -1.884305 1.792924  -0.81
C: -0.839633 -3.662450 0.898860  3.33
C: -1.279081 -4.840464 1.780438  -2.02
C: -1.801142 -3.629385 -0.299132  -1.92
C: 0.597488 -3.980720 0.441441  -2.17
C: -2.807992 -1.373149 2.120444  2.72
C: -2.884048 -0.239136 3.146493  -2.16
C: -3.677103 -2.527333 2.628713  -1.86
C: -3.415741 -0.859338 0.811527  -2.49
H: 1.946358 -2.880838 4.243694  0.62
H: 1.945672 -2.498996 2.514608  0.13
H: 1.161011 -3.972964 3.099779  0.34
H: 0.845728 -1.011491 5.190380  0.65
H: -0.437886 -0.162799 4.314676  0.30
H: 1.192826 -0.325230 3.603237  0.09
H: -0.224703 -3.182763 5.412654  0.56
H: -1.225788 -3.842219 4.112878  0.29
H: -1.664272 -2.312402 4.886173  0.35
H: -2.291669 -4.722815 2.169093  0.30
H: -0.603419 -4.999286 2.620850  0.35
H: -1.260458 -5.753043 1.171789  0.58
H: -2.839337 -3.682192 0.035213  0.40
H: -1.618048 -4.491665 -0.948260  0.64
H: -1.682967 -2.725005 -0.894755  0.11
H: 1.122118 -4.551692 1.210632  0.37
H: 1.186088 -3.096533 0.236209  0.40
H: 0.575150 -4.589586 -0.465531  0.53
H: -2.569756 -0.570075 4.137401  0.28
H: -3.919430 0.114393 3.226572  0.60
H: -2.264921 0.608572 2.849508  0.38
H: -3.302375 -2.938032 3.566750  0.30
H: -3.746581 -3.334927 1.900065  0.34
H: -4.698373 -2.165582 2.809405  0.54
H: -2.778760 -0.100750 0.355974  0.68
H: -4.396850 -0.408296 1.004635  0.52
H: -3.552944 -1.660843 0.086387  0.29
S: 2.114066 0.363029 1.112224  -0.44
C: 3.325024 -0.414854 0.253234  -0.49
N: 4.451196 0.330823 -0.032386  0.27
C: 5.531567 -0.201377 -0.637019  -0.05
C: 5.507604 -1.509702 -1.004079  -1.06
C: 4.323997 -2.221312 -0.734136  0.12
N: 3.286170 -1.694644 -0.128377  0.10
H: 4.421073 1.303723 0.236706  0.29
H: 6.367807 0.458193 -0.819541  0.44
H: 6.346514 -1.969272 -1.501225  0.43
H: 4.222967 -3.262066 -1.023115  0.48
O: 0.498206 -0.686980 -1.425774  -0.39
N: 0.508569 -1.837131 -1.967535  -0.21
C: 0.474323 -1.963548 -3.263335  1.30
C: 0.308935 -0.914468 -4.226187  -0.52
N: 0.099189 -0.074610 -4.985616  -0.54
C: 0.521899 -3.295668 -3.781573  -0.29
N: 0.557897 -4.348988 -4.242724  -0.60
Br: 4.308310 -0.658790 -4.506533  -0.13
C: 4.720047 1.190058 -4.350270  0.25
C: 5.894801 1.638644 -4.937621  -0.58
C: 6.240182 2.977429 -4.860863  -0.53
C: 5.400113 3.870247 -4.213872  -0.63
C: 4.225503 3.422927 -3.631252  -0.51
C: 3.878688 2.077205 -3.677338  0.27
I: 2.163509 1.390743 -2.689707  0.12
H: 6.528044 0.924915 -5.446428  0.40
H: 7.159747 3.321824 -5.314504  0.37
H: 5.657935 4.919586 -4.157074  0.37
H: 3.562866 4.117621 -3.133060  0.41

Forces on the atoms, in the same order (eV/Å):
Ni 0.4 0.2 -0.2
C 0.0 0.0 -0.1
O 0.0 0.1 0.1
C 0.1 -0.1 0.1
C 0.0 0.1 0.0
C 0.0 0.0 -0.1
C -0.1 0.2 0.0
C 0.1 -0.2 0.1
C -0.1 0.1 -0.1
C 0.1 -0.2 0.0
N -0.2 0.1 -0.2
C 0.1 0.1 0.6
C -0.1 -0.1 -0.5
N 0.0 0.1 0.0
C 0.0 -0.2 0.0
C 0.0 -0.2 0.0
C -0.1 0.2 0.0
C 0.1 0.0 -0.1
N 0.0 0.2 0.1
C 0.0 0.2 0.2
C -0.2 0.0 -0.3
N 0.0 0.1 0.1
C -0.1 -0.2 0.0
C -0.1 0.2 0.0
C 0.0 -0.1 0.0
C 0.1 -0.2 0.1
H 0.0 0.0 0.0
H 0.0 0.0 0.0
H 0.0 0.0 0.0
H 0.0 0.0 0.0
H 0.0 0.0 0.0
H 0.0 0.0 0.0
H 0.0 0.0 0.0
H 0.0 0.1 0.0
H 0.0 0.0 0.0
H 0.0 0.0 0.0
H -0.1 0.0 0.0
H 0.0 0.1 0.1
H 0.1 0.0 0.0
H 0.0 0.0 0.0
C -0.1 0.1 0.0
C -0.4 0.1 -0.4
C -0.1 -0.1 -0.1
C 0.1 0.0 0.0
Si -0.5 -0.5 0.3
C -0.1 0.4 0.5
C -0.1 0.0 -0.1
C 0.1 0.0 0.1
C -0.1 0.0 0.0
C 0.5 -0.5 0.1
C 0.0 -0.1 -0.1
C -0.1 0.1 0.0
C 0.0 0.0 0.1
H 0.0 0.0 0.0
H 0.0 0.0 0.0
H 0.1 0.1 0.0
H 0.0 0.0 0.0
H 0.1 0.0 0.0
H 0.0 0.1 0.1
H 0.0 0.0 0.0
H 0.0 0.1 0.1
H 0.0 -0.1 0.0
H 0.1 -0.1 0.0
H 0.0 -0.1 -0.1
H 0.0 0.0 0.0
H 0.0 0.0 -0.1
H 0.0 0.0 0.0
H 0.0 0.0 -0.1
H 0.0 0.0 -0.1
H 0.1 0.2 -0.2
H 0.0 0.0 -0.1
H 0.0 0.1 0.0
H 0.0 0.0 0.0
H 0.0 0.0 0.1
H -0.1 0.0 0.0
H 0.0 0.0 0.0
H 0.0 0.0 0.0
H -0.1 0.1 0.0
H 0.0 0.0 0.0
H 0.0 0.1 0.0
S 0.1 0.3 0.2
C 0.1 0.5 0.2
N 0.0 -0.5 -0.1
C -0.1 0.1 0.0
C 0.1 -0.1 -0.1
C -0.1 0.3 0.1
N -0.1 -0.4 -0.1
H 0.0 0.0 0.0
H 0.0 0.0 0.0
H 0.0 0.0 0.0
H 0.0 0.0 0.0
O -0.1 0.3 -0.5
N 0.1 -0.9 0.6
C 0.1 0.2 -0.3
C -0.1 0.2 -0.1
N 0.0 -0.1 0.0
C 0.0 -0.2 0.0
N 0.0 0.0 0.0
Br 0.1 0.1 0.0
C -0.1 0.0 0.1
C 0.0 -0.1 0.0
C 0.0 0.0 0.0
C 0.0 0.1 0.0
C 0.0 0.0 0.0
C -0.1 -0.3 0.1
I 0.4 0.3 0.0
H 0.0 0.0 0.0
H 0.0 0.0 0.0
H 0.0 0.0 0.0
H 0.0 0.0 0.0

LUMO energy (spin up / spin down): -0.61 / -0.67 eV
spin multiplicity: 3
ΔE to the lowest compared entry with this formula, charge and spin: 0.0 kcal/mol
energy: -202864.5692 eV

Entry 2:
# C45H50Br2N13O9Rb

A structure of composition C45H50Br2N13O9Rb (ωB97M-V/def2-TZVPD, the OMol25 dataset).

Each line ends with the Mulliken charge.
Element x y z (Å)
Rb: -0.097250 0.421887 0.114478  0.08
C: -3.000294 2.350194 -2.221009  -1.59
C: -3.371982 0.948251 -2.614411  0.87
N: -3.123336 0.554976 -3.789758  -0.54
C: -3.234203 -0.797587 -4.317681  -1.26
C: -3.213796 -2.047421 -3.434287  -0.81
N: -2.175687 -2.022235 -2.430033  1.34
C: -1.619177 -3.327098 -2.115634  -1.03
C: -2.622695 -4.276837 -1.411547  -0.87
N: -2.289677 -4.745067 -0.069878  -0.26
C: -2.660608 -3.842310 1.002839  -1.71
C: -2.050567 -2.442413 0.907332  3.29
N: -2.452456 -1.628443 2.053683  -0.78
C: -3.366702 -0.763269 1.916992  0.51
C: -3.751225 0.134326 3.054091  -1.42
C: -4.108971 -0.559039 0.625517  0.57
C: -5.391483 -1.080045 0.481858  -0.55
C: -6.027311 -0.943681 -0.739180  -0.90
C: -5.356433 -0.309023 -1.769887  -0.69
C: -4.076266 0.180786 -1.533365  0.35
N: -3.476044 0.088838 -0.347408  0.55
H: -2.669315 2.895261 -3.102469  0.44
H: -2.183728 2.326685 -1.494428  0.13
H: -3.839121 2.865640 -1.745122  0.50
H: -2.380402 -0.882683 -4.996735  0.40
H: -4.123084 -0.831665 -4.959716  0.42
H: -3.070066 -2.886191 -4.141247  0.60
H: -4.193594 -2.219769 -2.973278  0.26
H: -1.426311 -1.346186 -2.633720  -0.39
H: -0.752044 -3.179173 -1.468242  0.44
H: -1.247124 -3.827855 -3.027610  0.78
H: -2.778204 -5.156655 -2.045040  0.20
H: -3.591334 -3.768527 -1.348291  0.42
H: -1.303473 -4.983127 0.014860  0.28
H: -2.362552 -4.296254 1.951286  0.32
H: -3.755381 -3.747978 1.021132  0.39
H: -2.321239 -1.987775 -0.047433  -1.46
H: -0.964128 -2.558245 0.937015  -0.39
H: -4.836732 0.218967 3.146284  0.47
H: -3.335930 1.125638 2.846870  0.13
H: -3.323378 -0.241661 3.982558  0.34
H: -5.862922 -1.589448 1.312817  0.49
H: -7.025078 -1.338389 -0.889189  0.40
H: -5.800296 -0.190391 -2.749798  0.49
O: 3.357441 -0.161368 -5.039593  -0.75
C: 2.149431 0.262812 -5.513107  0.52
C: 2.060464 0.608645 -6.855689  -0.70
C: 0.856123 1.070482 -7.370059  -0.30
C: -0.249644 1.201678 -6.542326  -0.91
C: -0.151683 0.836360 -5.203510  -0.58
C: 1.029668 0.343512 -4.676159  -0.07
C: 1.071461 -0.125978 -3.206961  -0.58
O: -0.078462 -0.052713 -2.561760  -0.14
N: 2.184169 0.734900 -2.620427  -0.01
N: 2.708603 0.351879 -1.437872  -0.37
C: 3.242050 1.248076 -0.699570  -0.77
C: 3.890293 0.931419 0.569170  0.54
Br: 3.550859 -0.798392 1.260860  -0.11
C: 4.617956 1.782737 1.296222  -0.67
C: 5.015491 3.141335 0.882240  0.32
C: 5.551127 3.405187 -0.378866  -0.18
C: 5.931810 4.691249 -0.733922  -0.65
C: 5.792009 5.735114 0.168861  -0.37
C: 5.271880 5.481903 1.431751  -0.77
C: 4.892293 4.198150 1.786535  -0.23
H: 3.321271 -0.033033 -4.071953  0.39
H: 2.945275 0.522257 -7.475102  0.41
H: 0.791326 1.340917 -8.418350  0.35
H: -1.186925 1.581786 -6.931542  0.43
H: -0.995151 0.926873 -4.529052  0.93
H: 1.540529 -1.135276 -3.203697  0.12
H: 1.956623 1.728976 -2.678660  0.25
H: 3.212802 2.304241 -0.975828  0.31
H: 4.917372 1.477311 2.292224  0.45
H: 5.679716 2.590337 -1.080458  0.53
H: 6.340055 4.875147 -1.720212  0.37
H: 6.082754 6.740391 -0.110336  0.37
H: 5.146377 6.291402 2.140177  0.37
H: 4.456407 4.010462 2.760418  0.28
N: 0.363249 -1.004396 2.780516  0.66
N: 0.882016 -0.581325 3.997029  -0.44
C: 1.403617 0.642582 4.180275  0.23
N: 1.822344 0.903073 5.449597  -0.44
N: 1.512040 1.426993 3.119661  0.17
N: 1.914808 2.710003 3.292748  0.92
O: 2.146552 3.211686 4.414164  -0.93
O: 2.034663 3.356932 2.275119  -0.53
H: -0.631342 -1.201810 2.875402  0.08
H: 0.851217 -1.830127 2.430172  0.04
H: 0.944037 -1.232522 4.764906  0.20
H: 1.376594 0.375523 6.180775  0.19
H: 2.002597 1.886093 5.611037  0.29
O: 1.803455 -7.434316 1.936221  -0.74
C: 2.513233 -6.531128 2.623676  0.35
C: 3.475982 -6.974134 3.535868  -0.69
C: 4.227713 -6.062777 4.255345  -0.20
C: 4.037831 -4.694976 4.083999  -0.92
C: 3.080124 -4.260068 3.180770  -0.13
C: 2.309111 -5.150543 2.444743  -0.21
C: 1.257839 -4.639573 1.474382  0.43
O: 0.606513 -5.528098 0.841000  -0.95
O: 1.094009 -3.412392 1.376134  -0.05
H: 1.197937 -6.858612 1.347990  0.39
H: 3.615487 -8.041587 3.656297  0.41
H: 4.973964 -6.422670 4.955368  0.34
H: 4.632798 -3.980364 4.638774  0.41
H: 2.910338 -3.202351 3.019585  0.34
Br: -1.736809 8.293556 0.511222  -0.24
C: -1.987537 6.670160 1.473528  0.10
C: -2.681578 6.702632 2.671086  -0.21
N: -2.892291 5.609400 3.398052  -0.72
C: -2.407278 4.457433 2.930565  0.00
C: -1.704927 4.334070 1.738445  0.22
C: -1.485743 5.478727 0.988473  -0.55
C: -1.179473 2.978198 1.251069  0.97
O: -0.565774 2.999301 0.163194  -1.13
O: -1.424108 1.997030 1.986539  -0.62
H: -3.075556 7.638642 3.051475  0.35
H: -2.574874 3.568502 3.526301  0.57
H: -0.932972 5.399465 0.061835  0.50

Forces on the atoms, in the same order (eV/Å):
Rb 0.2 -0.8 0.1
C 0.0 0.0 0.0
C 0.0 0.0 0.0
N 0.0 0.0 0.1
C 0.0 0.0 0.0
C 0.0 0.0 0.0
N 0.0 0.0 0.0
C 0.0 0.0 0.0
C 0.0 0.0 0.0
N 0.0 0.1 0.0
C 0.0 0.0 0.0
C 0.0 0.0 0.0
N 0.0 0.0 0.0
C 0.0 0.0 0.0
C 0.0 0.0 0.0
C 0.0 0.0 0.0
C 0.0 0.0 0.0
C 0.0 0.0 0.0
C 0.0 0.0 0.0
C 0.0 -0.1 -0.1
N 0.0 0.1 0.0
H 0.0 0.0 0.0
H 0.0 0.0 0.0
H 0.0 0.0 0.0
H 0.0 0.0 0.0
H 0.0 0.0 0.0
H 0.0 0.0 0.0
H 0.0 0.0 0.0
H 0.0 0.0 0.0
H 0.0 0.0 0.0
H 0.0 0.0 0.0
H 0.0 0.0 0.0
H 0.0 0.0 0.0
H 0.0 0.0 0.0
H 0.0 0.0 0.0
H 0.0 0.0 0.0
H 0.0 0.0 0.0
H 0.0 0.0 0.0
H 0.0 0.0 0.0
H 0.0 0.0 0.0
H 0.0 0.0 0.0
H 0.0 0.0 0.0
H 0.0 0.0 0.0
H 0.0 0.0 0.0
O 0.0 0.0 0.1
C -0.1 0.0 0.0
C 0.0 0.0 0.0
C 0.0 0.0 0.0
C 0.0 0.0 0.0
C 0.0 0.0 0.0
C 0.0 0.0 0.0
C 0.1 0.0 0.0
O 0.1 0.0 -0.2
N 0.1 0.0 -0.1
N 0.0 0.0 -0.1
C 0.0 0.0 0.0
C -0.1 0.0 0.0
Br 0.0 -0.1 0.0
C 0.0 0.0 0.0
C 0.0 0.0 0.0
C 0.0 0.0 0.0
C 0.0 0.0 0.0
C 0.0 0.0 0.0
C 0.0 0.0 0.0
C 0.0 0.0 0.0
H 0.0 0.0 0.0
H 0.0 0.0 0.0
H 0.0 0.0 0.0
H 0.0 0.0 0.0
H 0.0 0.0 0.0
H 0.0 0.0 0.0
H -0.1 0.0 0.0
H 0.0 0.0 0.0
H 0.0 0.0 0.0
H 0.0 0.0 0.0
H 0.0 0.0 0.0
H 0.0 0.0 0.0
H 0.0 0.0 0.0
H 0.0 0.0 0.0
N 0.0 -0.1 -0.1
N 0.0 0.1 -0.1
C 0.1 -0.1 0.1
N -0.1 0.0 0.0
N 0.1 0.0 -0.1
N -0.1 -0.1 -0.1
O 0.1 0.1 0.0
O -0.1 0.0 0.1
H 0.0 0.0 0.0
H 0.0 0.0 0.0
H 0.0 0.0 0.0
H 0.0 0.0 0.0
H 0.0 0.0 0.0
O 0.0 0.0 -0.1
C 0.0 0.0 0.0
C 0.0 0.0 0.0
C 0.0 0.0 0.0
C 0.0 0.0 0.0
C 0.0 0.0 0.0
C 0.0 0.0 0.0
C -0.1 0.0 0.0
O 0.1 0.0 0.0
O 0.1 0.0 0.0
H 0.0 0.0 0.1
H 0.0 0.0 0.0
H 0.0 0.0 0.0
H 0.0 0.0 0.0
H 0.0 0.0 0.0
Br 0.0 0.0 0.0
C 0.0 0.0 0.0
C 0.0 0.0 0.0
N 0.0 0.0 0.0
C 0.0 0.0 0.0
C 0.0 0.0 0.0
C 0.0 0.0 0.0
C 0.0 0.2 0.1
O -0.2 0.5 0.0
O -0.2 0.2 0.1
H 0.0 0.0 0.0
H 0.0 0.0 0.0
H 0.0 0.0 0.0

LUMO energy: 3.45 eV
charge: -2
spin multiplicity: 1
ΔE to the lowest compared entry with this formula, charge and spin: 3.0 kcal/mol
energy: -226016.3013 eV

Which of these has the lowest ΔE to the lowest compared entry with this formula, charge and spin?
C45H49BrIN9NiO2SSi

Which of these has the highest ΔE to the lowest compared entry with this formula, charge and spin?
C45H50Br2N13O9Rb

Among the records above, which one has the highest energy?
C45H49BrIN9NiO2SSi